A cluster of 3 separate species, C34H21BBr2F4O4 in total, computed with wB97M-V/def2-TZVPD.

Results
* SMILES: C#CB(F)CC[C@@](F)(Br)C(F)(F)Br.O=C1c2ccccc2C(=O)c2ccccc21.O=C1c2ccccc2C(=O)c2ccccc21
* LUMO level: -1.122 eV

Structure (ORCA input):
```
! RIJCOSX wB97M-V def2-TZVPD def2/J DEFGRID3
* xyz 0 1
C 1.905 7.059 -0.761
C 0.935 6.059 -1.011
B -0.251 4.920 -1.029
F 0.015 3.467 -0.692
C -1.787 5.374 -1.401
C -2.206 6.880 -0.893
C -3.696 6.992 -0.219
F -3.863 6.128 1.003
Br -3.855 8.909 0.461
C -4.948 6.765 -1.252
F -4.886 5.521 -2.054
F -5.167 7.894 -2.209
Br -6.624 6.652 -0.106
H 2.759 7.841 -0.575
H -2.503 4.520 -0.976
H -1.981 5.362 -2.579
H -1.430 7.172 -0.035
H -2.048 7.706 -1.737
C -0.244 -1.347 -7.889
C -0.493 0.024 -7.829
C -0.247 0.728 -6.650
C 0.239 0.057 -5.521
C 0.465 -1.318 -5.573
C 0.234 -2.020 -6.763
C 0.931 -2.045 -4.374
O 1.133 -3.252 -4.420
C 1.141 -1.298 -3.118
C 1.526 -1.983 -1.959
C 1.740 -1.283 -0.770
C 1.579 0.102 -0.738
C 1.189 0.787 -1.889
C 0.960 0.084 -3.080
C 0.514 0.813 -4.283
O 0.368 2.030 -4.254
H -0.428 -1.894 -8.811
H -0.878 0.546 -8.703
H -0.439 1.799 -6.612
H 0.421 -3.091 -6.815
H 1.657 -3.064 -1.977
H 2.034 -1.818 0.130
H 1.752 0.649 0.187
H 1.061 1.868 -1.855
C 1.955 -7.657 3.945
C 2.301 -6.938 2.802
C 2.126 -5.553 2.769
C 1.592 -4.888 3.878
C 1.223 -5.610 5.012
C 1.416 -6.997 5.050
C 0.613 -4.925 6.170
O 0.292 -5.559 7.168
C 0.387 -3.467 6.104
C -0.244 -2.814 7.171
C -0.450 -1.434 7.122
C -0.019 -0.702 6.016
C 0.604 -1.351 4.949
C 0.799 -2.738 4.990
C 1.427 -3.421 3.841
O 1.801 -2.779 2.866
H 2.100 -8.735 3.975
H 2.709 -7.454 1.936
H 2.403 -4.997 1.874
H 1.144 -7.567 5.937
H -0.580 -3.377 8.040
H -0.944 -0.929 7.950
H -0.173 0.374 5.981
H 0.933 -0.774 4.086
*
```

Taken from the natural (NBO) analysis, the atomic charges in e are:
1 C -0.1510
2 C -0.4360
3 B 1.1159
4 F -0.5143
5 C -0.8393
6 C -0.4719
7 C 0.2837
8 F -0.3647
9 Br 0.0563
10 C 0.5987
11 F -0.3439
12 F -0.3451
13 Br 0.0523
14 H 0.2857
15 H 0.2714
16 H 0.2797
17 H 0.2566
18 H 0.2681
19 C -0.1961
20 C -0.1927
21 C -0.1817
22 C -0.0533
23 C -0.1727
24 C -0.1511
25 C 0.6110
26 O -0.5447
27 C -0.1748
28 C -0.1543
29 C -0.1933
30 C -0.1933
31 C -0.1675
32 C -0.0677
33 C 0.5058
34 O -0.5358
35 H 0.2193
36 H 0.2192
37 H 0.2399
38 H 0.2392
39 H 0.2365
40 H 0.2339
41 H 0.2220
42 H 0.2495
43 C -0.1934
44 C -0.1905
45 C -0.1881
46 C -0.0723
47 C -0.1793
48 C -0.1502
49 C 0.6090
50 O -0.5398
51 C -0.1796
52 C -0.1500
53 C -0.1934
54 C -0.1910
55 C -0.1880
56 C -0.0721
57 C 0.5976
58 O -0.5609
59 H 0.2210
60 H 0.2215
61 H 0.2386
62 H 0.2401
63 H 0.2400
64 H 0.2209
65 H 0.2210
66 H 0.2393